16
Properties=species:S:1:pos:R:3 method="wB97M-V/def2-TZVPD" de_lowest_ev=3.206 total_energy_ha=-1045.96779 smiles="CC[S@](=N)(=O)SC" lumo_ev=0.209 max_force_ev_per_a=5.332
C -0.093 0.499 2.074
C 1.298 0.008 -2.158
C 0.250 -0.521 0.996
N -2.277 0.234 0.363
O -1.108 -1.522 -1.093
S 0.118 1.196 -1.555
S -1.029 -0.282 -0.406
H 0.293 1.556 1.702
H -1.127 0.534 2.310
H 0.536 0.372 2.998
H 2.466 0.118 -1.749
H 1.525 0.102 -3.208
H 0.934 -0.902 -1.877
H 0.205 -1.586 1.333
H 1.124 -0.293 0.373
H -3.114 0.487 -0.102


336
Properties=species:S:1:pos:R:3 method="wB97M-V/def2-TZVPD" de_lowest_ev=0.000 total_energy_ha=-6239.23385 lumo_ev=0.430 max_force_ev_per_a=3.335
C 11.342 -23.749 4.688
O 10.179 -23.005 4.423
C 9.071 -23.780 4.091
C 9.158 -24.443 2.741
N 9.197 -23.433 1.718
C 9.661 -23.909 0.381
C 11.133 -24.343 0.236
O 12.006 -23.344 0.704
C 13.362 -23.635 0.575
H 11.247 -24.081 5.722
H 12.184 -23.057 4.668
H 11.540 -24.557 3.985
H 8.173 -23.162 4.086
H 8.852 -24.488 4.890
H 8.365 -25.162 2.535
H 10.125 -24.928 2.609
H 9.926 -22.853 2.109
H 9.508 -23.033 -0.250
H 9.025 -24.742 0.083
H 11.416 -24.496 -0.805
H 11.280 -25.303 0.733
H 13.987 -22.848 0.998
H 13.653 -23.713 -0.472
H 13.721 -24.520 1.101
C 12.697 -19.568 -6.401
O 13.162 -19.491 -5.045
C 14.333 -18.752 -4.771
C 14.499 -18.608 -3.288
N 15.217 -19.767 -2.860
C 15.372 -19.796 -1.390
C 16.254 -21.023 -0.951
O 16.359 -20.969 0.478
C 17.099 -22.055 1.017
H 12.659 -18.581 -6.863
H 11.698 -20.002 -6.400
H 13.331 -20.213 -7.010
H 14.226 -17.740 -5.163
H 15.169 -19.197 -5.312
H 13.531 -18.374 -2.845
H 15.056 -17.680 -3.161
H 14.645 -20.550 -3.143
H 14.424 -19.832 -0.855
H 15.938 -18.899 -1.139
H 17.260 -21.063 -1.367
H 15.829 -21.990 -1.222
H 17.196 -21.735 2.054
H 18.106 -22.282 0.669
H 16.591 -23.018 0.980
C 16.587 -19.098 -7.848
O 16.213 -20.433 -7.795
C 17.228 -21.299 -7.236
C 16.839 -22.810 -7.179
N 15.519 -22.984 -6.461
C 15.305 -22.404 -5.165
C 13.968 -22.793 -4.581
O 13.791 -22.308 -3.319
C 12.462 -22.004 -2.948
H 17.477 -19.031 -8.473
H 16.947 -18.610 -6.943
H 15.828 -18.475 -8.321
H 17.488 -20.877 -6.265
H 18.119 -21.130 -7.842
H 17.652 -23.337 -6.682
H 16.754 -23.136 -8.216
H 14.774 -22.786 -7.113
H 15.420 -21.321 -5.138
H 16.078 -22.750 -4.479
H 13.897 -23.877 -4.490
H 13.133 -22.571 -5.245
H 12.354 -21.993 -1.864
H 11.735 -22.759 -3.249
H 12.142 -21.023 -3.299
C 15.368 -23.375 4.293
O 15.714 -24.749 4.683
C 14.568 -25.597 4.732
C 15.028 -26.980 5.150
N 14.009 -27.995 4.893
C 14.351 -29.161 5.733
C 13.575 -30.354 5.210
O 14.104 -30.753 3.970
C 13.573 -31.999 3.545
H 14.888 -23.353 3.314
H 16.222 -22.704 4.197
H 14.683 -22.882 4.983
H 14.094 -25.575 3.751
H 13.834 -25.208 5.438
H 15.294 -26.913 6.205
H 15.942 -27.248 4.621
H 14.150 -28.377 3.968
H 14.072 -28.965 6.768
H 15.400 -29.453 5.701
H 12.575 -30.028 4.924
H 13.592 -31.136 5.969
H 14.125 -32.291 2.652
H 12.501 -31.945 3.357
H 13.711 -32.789 4.284
C 2.641 -29.187 0.231
O 3.417 -29.716 1.309
C 3.299 -28.974 2.546
C 4.065 -29.743 3.665
N 5.521 -29.594 3.551
C 6.250 -30.456 4.439
C 7.772 -30.317 4.315
O 8.195 -30.260 2.938
C 9.487 -29.793 2.607
H 2.638 -29.931 -0.566
H 3.019 -28.224 -0.112
H 1.587 -29.151 0.506
H 2.248 -28.947 2.836
H 3.697 -27.968 2.411
H 3.650 -30.750 3.616
H 3.630 -29.404 4.605
H 5.962 -29.809 2.668
H 5.988 -31.510 4.348
H 6.055 -30.235 5.488
H 8.296 -31.159 4.767
H 8.094 -29.387 4.784
H 10.284 -30.334 3.118
H 9.657 -28.787 2.991
H 9.631 -29.806 1.526
C 8.409 -29.470 -6.375
O 8.592 -28.495 -5.354
C 7.510 -27.592 -5.090
C 8.065 -26.513 -4.103
N 8.946 -25.555 -4.820
C 9.545 -24.589 -3.859
C 8.529 -23.461 -3.545
O 9.275 -22.458 -2.926
C 8.525 -21.293 -2.648
H 9.138 -30.270 -6.244
H 8.462 -29.045 -7.377
H 7.439 -29.954 -6.260
H 6.735 -28.191 -4.611
H 7.197 -27.058 -5.987
H 8.578 -26.914 -3.229
H 7.280 -25.925 -3.627
H 9.688 -26.058 -5.287
H 10.418 -24.214 -4.393
H 9.945 -25.114 -2.991
H 7.683 -23.804 -2.949
H 8.085 -23.099 -4.472
H 7.558 -21.452 -2.169
H 8.413 -20.730 -3.574
H 9.106 -20.731 -1.917
C 13.797 -28.164 1.362
O 15.008 -28.450 2.074
C 15.899 -29.303 1.439
C 17.063 -29.544 2.410
N 16.739 -30.652 3.371
C 17.695 -30.604 4.494
C 19.160 -30.925 4.086
O 19.783 -29.780 3.546
C 21.138 -30.025 3.031
H 13.302 -29.101 1.107
H 14.024 -27.547 0.493
H 13.131 -27.603 2.018
H 16.255 -28.859 0.509
H 15.476 -30.277 1.194
H 17.352 -28.611 2.894
H 17.966 -29.720 1.826
H 15.809 -30.418 3.689
H 17.364 -31.300 5.265
H 17.628 -29.616 4.948
H 19.220 -31.747 3.373
H 19.776 -31.273 4.915
H 21.760 -30.498 3.791
H 21.686 -29.112 2.800
H 21.087 -30.631 2.127
C 22.171 -22.922 6.460
O 20.940 -22.178 6.589
C 21.080 -21.098 7.546
C 19.733 -20.501 7.911
N 18.863 -21.500 8.550
C 17.510 -21.029 8.539
C 16.623 -22.144 9.098
O 16.681 -23.294 8.261
C 15.739 -24.302 8.616
H 22.872 -22.244 5.973
H 22.003 -23.720 5.738
H 22.474 -23.450 7.364
H 21.786 -20.373 7.141
H 21.494 -21.487 8.476
H 19.348 -19.936 7.062
H 19.948 -19.751 8.672
H 18.886 -22.308 7.944
H 17.146 -20.796 7.538
H 17.363 -20.150 9.166
H 15.598 -21.775 9.070
H 16.821 -22.381 10.144
H 14.728 -23.898 8.567
H 15.845 -24.655 9.642
H 15.921 -25.125 7.925
C 16.702 -25.710 1.075
O 15.704 -25.451 0.053
C 16.180 -25.812 -1.222
C 15.166 -25.648 -2.358
N 14.119 -26.585 -2.022
C 12.890 -26.276 -2.844
C 11.780 -27.293 -2.496
O 11.354 -27.004 -1.165
C 10.307 -27.844 -0.772
H 17.050 -26.743 1.107
H 16.199 -25.624 2.038
H 17.596 -25.086 1.084
H 16.617 -26.811 -1.220
H 17.022 -25.149 -1.419
H 15.597 -25.787 -3.349
H 14.834 -24.610 -2.329
H 13.948 -26.642 -1.028
H 13.000 -26.238 -3.928
H 12.456 -25.317 -2.560
H 12.266 -28.265 -2.579
H 11.064 -27.198 -3.313
H 9.792 -27.563 0.147
H 10.655 -28.876 -0.720
H 9.518 -27.860 -1.524
C 9.035 -20.508 6.783
O 8.622 -19.445 6.010
C 7.591 -19.692 5.088
C 7.377 -18.483 4.146
N 8.526 -18.098 3.343
C 8.746 -19.116 2.250
C 9.888 -18.604 1.351
O 10.137 -19.633 0.416
C 11.215 -19.435 -0.510
H 9.882 -20.134 7.359
H 9.414 -21.354 6.210
H 8.210 -20.776 7.442
H 6.644 -19.847 5.606
H 7.839 -20.584 4.512
H 7.054 -17.645 4.764
H 6.531 -18.668 3.484
H 9.278 -18.143 4.016
H 7.832 -19.189 1.662
H 9.030 -20.097 2.631
H 10.758 -18.287 1.925
H 9.581 -17.681 0.860
H 12.201 -19.334 -0.056
H 11.095 -18.457 -0.977
H 11.204 -20.233 -1.253
C 6.824 -28.818 -0.479
O 6.649 -27.481 -0.788
C 5.948 -26.818 0.227
C 5.715 -25.416 -0.172
N 4.910 -25.343 -1.382
C 4.636 -23.999 -1.948
C 4.100 -24.176 -3.406
O 4.956 -25.030 -4.194
C 4.603 -25.139 -5.608
H 7.522 -28.843 0.357
H 7.270 -29.273 -1.364
H 5.930 -29.408 -0.274
H 6.500 -26.778 1.166
H 4.956 -27.214 0.447
H 6.709 -25.056 -0.436
H 5.369 -24.731 0.601
H 5.393 -25.787 -2.150
H 5.553 -23.410 -1.929
H 3.844 -23.634 -1.294
H 3.999 -23.206 -3.893
H 3.104 -24.619 -3.402
H 5.353 -25.763 -6.094
H 4.675 -24.184 -6.128
H 3.585 -25.521 -5.686
C 13.506 -20.133 2.361
O 13.043 -19.146 3.297
C 12.230 -19.725 4.346
C 11.846 -18.620 5.301
N 11.148 -17.545 4.554
C 10.892 -16.382 5.415
C 10.174 -15.188 4.749
O 11.029 -14.582 3.758
C 10.481 -13.370 3.322
H 12.634 -20.653 1.964
H 14.200 -20.854 2.793
H 13.942 -19.717 1.453
H 12.797 -20.580 4.713
H 11.364 -20.148 3.836
H 12.611 -18.327 6.020
H 11.154 -19.042 6.030
H 11.700 -17.358 3.729
H 11.738 -15.907 5.912
H 10.306 -16.782 6.243
H 9.914 -14.523 5.573
H 9.305 -15.604 4.241
H 9.405 -13.214 3.396
H 10.746 -13.188 2.281
H 10.857 -12.539 3.919
C 6.040 -21.721 0.840
O 6.405 -22.672 1.870
H 5.100 -22.021 0.377
H 5.917 -20.774 1.366
H 6.776 -21.588 0.047
H 7.310 -22.982 1.790
C 10.253 -25.420 8.296
O 9.784 -26.631 8.799
H 11.283 -25.541 7.960
H 9.669 -24.918 7.525
H 10.372 -24.708 9.113
H 9.062 -26.447 9.404
C 4.220 -23.086 4.617
O 4.805 -21.841 4.208
H 3.475 -23.435 3.902
H 4.994 -23.849 4.697
H 3.665 -22.980 5.550
H 5.325 -22.132 3.456
C 15.900 -19.443 4.766
O 15.284 -18.263 4.344
H 16.010 -20.170 3.961
H 16.890 -19.158 5.120
H 15.285 -19.882 5.551
H 14.449 -18.559 3.975
C 10.865 -28.042 6.028
O 11.593 -26.980 5.447
H 10.818 -28.897 5.354
H 11.214 -28.306 7.026
H 9.835 -27.710 6.158
H 12.471 -27.338 5.300
C 12.300 -21.865 7.730
O 13.287 -21.037 8.326
H 12.016 -21.514 6.738
H 12.594 -22.909 7.619
H 11.450 -22.013 8.396
H 13.255 -20.948 9.282
C 6.523 -26.620 5.284
O 6.304 -26.948 3.913
H 7.538 -26.865 5.596
H 6.279 -25.564 5.403
H 5.789 -27.129 5.908
H 5.947 -27.839 3.888
C 6.556 -24.004 7.734
O 6.576 -23.236 8.882
H 7.153 -23.581 6.927
H 6.794 -25.059 7.871
H 5.531 -24.005 7.362
H 5.790 -23.541 9.341


8
Properties=species:S:1:pos:R:3 method="wB97M-V/def2-TZVPD" de_lowest_ev=4.917 total_energy_ha=-593.36045 lumo_ev="-0.143 / -0.151" max_force_ev_per_a=4.191
C 0.257 0.330 -0.466
C -0.935 -0.028 0.288
N -0.063 -1.049 -0.115
Cl -2.656 0.043 0.036
H 0.148 0.730 -1.442
H 1.067 0.640 0.011
H -0.373 0.748 2.010
H -0.391 -1.609 -0.890


15
Properties=species:S:1:pos:R:3 method="wB97M-V/def2-TZVPD" de_lowest_ev=1.770 total_energy_ha=-627.10502 charge=+1 lumo_ev=-3.003 max_force_ev_per_a=4.095
C 0.501 0.460 0.986
C -1.780 0.076 0.022
C 0.840 0.665 -0.540
N 1.190 -0.750 -1.027
N -0.568 -0.502 0.778
S -0.816 1.152 -1.240
H 1.220 0.019 1.626
H 0.311 1.448 1.397
H -2.409 -0.589 -0.472
H -2.378 0.546 0.801
H 1.685 1.264 -0.842
H 0.891 -0.790 -1.997
H 2.120 -1.150 -0.972
H 0.187 -1.089 -0.173
H -0.997 -0.760 1.652